No. 1
# C4H11NO

A 2-piece molecular cluster, C4H11NO overall in a non-equilibrium geometry (ωB97M-V with the def2-TZVPD basis set, the OMol25 dataset).

```
17
Properties=species:S:1:pos:R:3:forces:R:3
C -0.900919 1.835094 1.147496 0.6 0.8 -0.7
N -0.048071 0.734679 0.701035 -0.5 0.3 0.2
C -0.708529 -0.500294 0.298055 0.6 -0.6 0.0
C -0.404454 -2.208537 -1.538624 -0.2 -1.0 0.5
C -0.260117 -0.985244 -1.058488 -0.3 0.2 -1.0
H -1.930594 1.577864 1.400560 0.1 -0.2 0.2
H -0.929858 2.582563 0.348398 -0.5 -0.1 -0.2
H -0.432871 2.419488 1.944666 -0.1 -0.5 0.3
H 0.715293 0.567800 1.336776 -0.1 -0.2 0.0
H -0.454078 -1.308484 0.992931 -0.2 0.1 0.1
H -1.797769 -0.413601 0.308620 0.0 0.3 0.0
H -0.059910 -2.574602 -2.499704 0.0 0.6 -0.1
H -0.859837 -3.006342 -0.950364 0.1 0.2 0.2
H 0.123703 -0.251688 -1.764109 0.2 0.2 0.4
H 3.426020 0.564844 -0.079467 0.1 0.0 -0.1
H 1.956099 0.825354 -0.445036 -0.2 -0.1 0.1
O 2.565890 0.141108 -0.142738 0.3 0.0 0.0
```
Positions in Å, forces in eV/Å.

The spin multiplicity is 1. The gap between HOMO and LUMO comes out at 9.69 eV. For the relative energy (zero: lowest compared OMol25 entry of this formula, charge and spin), the calculation gives 1.939 eV. The charge is 0.


No. 2
# C4H11NO

A 2-piece molecular cluster, C4H11NO overall in a non-equilibrium geometry (ωB97M-V with the def2-TZVPD basis set, the OMol25 dataset).

```
17
Properties=species:S:1:pos:R:3:forces:R:3
C 0.661557 -1.302040 -0.935112 -2.2 0.9 0.3
C 0.767827 0.151434 -0.489388 0.6 0.2 0.7
C 1.961647 0.983830 -0.361773 -1.7 -2.3 -1.1
C -1.101950 0.787511 0.919991 2.4 1.8 -0.5
N 0.142266 -0.000755 1.111670 2.6 1.9 -2.2
H 1.435591 -1.826507 -0.510658 1.8 -1.7 0.8
H -0.335165 -1.601434 -0.482923 0.9 0.0 -0.9
H 0.653627 -1.311514 -2.010001 0.1 -0.4 -0.5
H 2.820210 0.613012 0.196295 -0.2 0.3 0.2
H 2.070360 1.844033 -1.018560 -0.1 0.2 0.5
H -1.661884 0.510131 0.003726 0.0 -0.5 0.7
H -1.697835 0.572151 1.731137 -1.5 -0.3 1.6
H -0.822199 1.857259 0.889027 -0.3 -0.1 0.1
H 0.977371 0.616352 1.391079 -2.3 -0.8 1.3
H -3.278484 -1.420479 0.569876 -0.8 -0.3 0.7
H -0.014415 0.616838 -1.032469 -0.4 1.0 -0.5
O -2.578516 -1.089815 0.028090 1.1 -0.1 -1.2
```
Positions in Å, forces in eV/Å.

The spin multiplicity is 1. The gap between HOMO and LUMO comes out at 3.62 eV. For the relative energy (zero: lowest compared OMol25 entry of this formula, charge and spin), the calculation gives 9.117 eV. The charge is 0.


No. 3
# C4H11NO

A 2-piece molecular cluster, C4H11NO overall in a non-equilibrium geometry (ωB97M-V with the def2-TZVPD basis set, the OMol25 dataset).

```
17
Properties=species:S:1:pos:R:3:forces:R:3
C -0.786672 2.604009 0.543763 8.8 1.4 -1.1
C -0.161793 2.106353 -0.875201 2.3 1.8 2.6
H -0.356003 3.633285 0.816030 -0.7 -1.1 -0.8
H -1.735147 2.676393 0.575463 -6.8 0.3 -0.2
H -0.425260 2.084547 1.400226 0.1 -1.2 0.4
H 0.205595 2.983531 -1.426271 -1.1 0.0 -0.2
H 0.884612 1.623806 -0.816246 -2.1 -0.2 0.4
H -0.929817 1.579028 -1.352117 -0.5 -1.0 -1.2
C -0.110179 -1.659275 -0.764369 0.1 1.8 -2.1
C 0.048529 -2.521531 0.474403 0.5 0.5 -1.7
O -0.897425 -3.129547 0.857428 -1.4 -1.1 1.6
N 1.287988 -2.580732 1.079353 0.9 -0.2 1.5
H 1.378455 -2.911486 2.057827 -0.7 0.0 -1.3
H 2.206612 -2.323594 0.733020 -0.9 0.4 -0.5
H 1.000240 -1.548749 -1.198607 -2.8 0.5 0.5
H -0.695154 -0.671866 -0.494338 2.1 -1.5 0.0
H -0.914582 -1.944171 -1.610364 2.2 -0.5 2.0
```
Positions in Å, forces in eV/Å.

The spin multiplicity is 1. The gap between HOMO and LUMO comes out at 10.53 eV. For the relative energy (zero: lowest compared OMol25 entry of this formula, charge and spin), the calculation gives 2.142 eV. The charge is 0.


No. 4
# C4H11NO

A 2-piece molecular cluster, C4H11NO overall in a non-equilibrium geometry (ωB97M-V with the def2-TZVPD basis set, the OMol25 dataset).

```
17
Properties=species:S:1:pos:R:3:forces:R:3
C -0.701046 0.644794 -1.516621 -0.8 -0.7 0.6
C 0.180187 1.683969 -0.913257 0.5 0.4 0.0
C 0.580928 1.646486 0.360316 0.3 0.1 0.0
N 0.175620 0.728394 1.314529 -0.9 -0.4 -0.3
C 0.727159 2.761628 -1.826540 -0.6 -0.9 -0.7
H -1.428119 0.237040 -0.801090 0.1 0.1 0.1
H -0.178228 -0.238291 -1.895625 0.2 0.2 -0.2
H -1.343231 1.022366 -2.298331 0.1 0.3 -0.5
H 1.259067 2.410655 0.720276 0.0 0.0 0.1
H 0.748042 0.470158 2.095612 0.2 0.2 -0.1
H -0.365567 -0.030610 0.920411 0.2 0.0 0.4
H 0.723983 2.374212 -2.849699 0.3 -0.2 0.0
H 1.754536 2.968624 -1.581015 0.3 0.6 0.1
H 0.096174 3.643566 -1.936037 0.1 0.3 0.5
H -0.084764 -6.030231 2.745556 0.0 0.1 0.0
H -1.239929 -6.636578 1.986721 0.0 0.2 -0.1
O -0.766806 -5.804115 2.103873 0.0 -0.3 0.1
```
Positions in Å, forces in eV/Å.

The spin multiplicity is 1. The gap between HOMO and LUMO comes out at 8.48 eV. For the relative energy (zero: lowest compared OMol25 entry of this formula, charge and spin), the calculation gives 1.220 eV. The charge is 0.


No. 5
# C4H11NO

A 2-piece molecular cluster, C4H11NO overall in a non-equilibrium geometry (ωB97M-V with the def2-TZVPD basis set, the OMol25 dataset).

```
17
Properties=species:S:1:pos:R:3:forces:R:3
C -1.631416 0.155683 -0.093639 2.3 2.9 2.7
C -0.320946 -0.310180 0.600649 -1.5 -0.1 0.7
C -0.033835 -0.066960 1.919747 -0.5 -2.0 -2.9
C 0.464329 -1.206949 -1.642462 -2.6 -1.1 -3.2
N 0.674463 -0.665585 -0.358612 -0.9 1.1 1.7
H -1.223904 1.278684 -0.216356 -1.9 -2.1 -0.4
H -2.546648 0.084368 0.504458 0.6 0.4 0.4
H -1.872827 -0.338266 -0.968921 0.1 -0.7 -2.0
H -0.605528 0.274879 2.723664 -1.7 0.8 0.3
H 0.835807 -0.469806 2.325854 2.0 -0.4 0.2
H -0.198170 -0.547466 -2.414124 0.9 -1.3 2.3
H 0.012557 -2.315837 -1.700250 0.9 2.3 0.3
H 1.333128 -1.189211 -2.286426 0.8 -0.3 0.6
H 1.556726 -0.728633 0.090364 0.9 -0.5 -0.2
H 0.972913 1.232264 0.333138 1.3 3.0 2.4
H 1.298199 2.740738 0.244732 0.2 0.4 0.2
O 1.285145 2.072277 0.938185 -0.9 -2.5 -2.8
```
Positions in Å, forces in eV/Å.

The spin multiplicity is 1. The gap between HOMO and LUMO comes out at 8.75 eV. For the relative energy (zero: lowest compared OMol25 entry of this formula, charge and spin), the calculation gives 3.207 eV. The charge is 0.


No. 6
# C4H11NO

C4H11NO in the gas phase in a non-equilibrium geometry (ωB97M-V with the def2-TZVPD basis set, the OMol25 dataset).

```
17
Properties=species:S:1:pos:R:3:forces:R:3
C 0.527437 1.537759 -0.553916 1.5 -0.3 0.3
C -0.002138 0.142436 -0.878076 -0.4 -0.4 -0.7
C 1.075736 -0.882130 -1.247944 -0.1 0.3 0.1
N -0.916459 -0.426860 0.090087 -0.6 -0.2 -0.2
C -0.608823 -0.423424 1.481026 0.2 0.3 -0.1
O -1.513078 -1.242613 2.154137 -0.9 -0.2 0.7
H 0.483627 1.757426 0.512815 -0.7 0.3 -0.1
H 0.161304 2.333652 -1.191603 -0.5 0.1 0.2
H 1.612897 1.550836 -0.689193 0.1 0.0 -0.3
H -0.628752 0.185883 -1.776111 0.2 0.3 0.0
H 0.596533 -1.739364 -1.703197 -0.1 -0.3 0.1
H 1.656255 -1.207408 -0.390111 0.1 0.0 0.2
H 1.754491 -0.476603 -1.988318 0.2 0.2 -0.1
H -1.870177 -0.148818 -0.094384 0.0 0.1 0.2
H -0.642192 0.565733 1.967535 0.3 0.1 -0.2
H 0.371267 -0.859714 1.602180 0.6 0.1 0.1
H -2.057924 -0.666786 2.705074 0.1 -0.4 -0.1
```
Positions in Å, forces in eV/Å.

The spin multiplicity is 1. The gap between HOMO and LUMO comes out at 9.61 eV. For the relative energy (zero: lowest compared OMol25 entry of this formula, charge and spin), the calculation gives 1.312 eV. The charge is 0.